A gas-phase ion, C7H13N2S (charge +1) at a distorted geometry, computed with the ωB97M-V functional and the def2-TZVPD basis.

Cartesian coordinates (Å):
1 C 2.053 0.108 -0.557
2 C 0.886 -0.831 -0.577
3 C 0.992 -1.863 -1.651
4 C -0.066 -0.808 0.351
5 C -1.331 -1.559 0.494
6 N -0.019 0.178 1.552
7 C -0.386 1.478 1.639
8 N -1.126 2.210 0.858
9 C -1.425 2.052 -0.496
10 S -1.952 3.368 -1.269
11 H 2.924 -0.409 -0.022
12 H 1.680 1.134 -0.111
13 H 2.355 0.355 -1.597
14 H 0.210 -2.669 -1.566
15 H 1.964 -2.110 -1.811
16 H 0.579 -1.427 -2.456
17 H -2.064 -1.150 -0.169
18 H -1.885 -1.162 1.393
19 H -1.051 -2.615 0.409
20 H 0.443 -0.176 2.464
21 H -0.244 1.755 2.710
22 H -1.289 3.123 1.212
23 H -1.249 1.020 -0.800

## Properties
maximum force = 5.38 eV Å⁻¹
charge = +1
E_LUMO = -4.88 eV
SMILES = CC(C)=C(C)N/C=[NH+]\C=S
E = -781.8878 hartree
E_HOMO = -13.16 eV

Mulliken population analysis, charges in e, atoms 1 to 2: -1.1101 1.2323